# 1
C23H34NO4PtSi | ωB97M-V/def2-TZVPD

ORCA input file:
```
! RIJCOSX wB97M-V def2-TZVPD def2/J DEFGRID3
* xyz -1 1
Pt -0.2003 -0.3956 0.2463
C 4.3180 -1.6222 0.2848
C 3.6006 -0.2754 0.3566
C 4.6330 0.8403 0.4453
O 2.8379 -0.0135 -0.8221
C 2.7232 -0.2538 1.6437
O 3.3505 -0.2705 2.7047
O 1.4486 -0.1434 1.5613
H 4.9778 -1.6473 -0.5874
H 3.6208 -2.4576 0.2274
H 4.9134 -1.7514 1.1877
H 5.3648 0.7224 -0.3588
H 5.1330 0.8106 1.4115
H 4.1425 1.8088 0.3238
H 2.6571 -0.8382 -1.2815
C -4.6634 -0.7535 1.1566
Si -3.5906 -1.0380 -0.3792
C -3.4507 -2.9132 -0.4158
C -4.5892 -0.7391 -1.9595
N -2.1580 -0.0402 -0.3663
C -2.3994 1.3282 -0.3561
C -3.6816 1.9182 -0.3484
C -3.8986 3.2888 -0.3070
C -2.8402 4.1745 -0.2625
C -1.5507 3.6497 -0.2634
C -1.3515 2.2875 -0.3072
O -0.0611 1.7476 -0.3352
C 1.0263 2.5839 -0.1162
C 1.4082 2.8759 1.1808
C 2.4877 3.7241 1.3826
C 3.1728 4.2595 0.2981
C 2.7829 3.9377 -0.9952
C 1.6995 3.0951 -1.2082
H -5.2199 -1.6673 1.3904
H -5.3867 0.0599 1.0669
H -4.0177 -0.5263 2.0117
H -4.4953 -3.2465 -0.4595
H -2.9993 -3.3518 0.4733
H -2.9421 -3.3045 -1.3014
H -5.4306 -1.4407 -2.0008
H -3.9436 -0.9449 -2.8207
H -4.9838 0.2704 -2.0827
H -4.5541 1.2863 -0.3600
H -4.9196 3.6538 -0.2980
H -2.9962 5.2449 -0.2188
H -0.6937 4.3086 -0.2226
H 0.8746 2.4183 2.0046
H 2.8057 3.9492 2.3927
H 4.0200 4.9142 0.4620
H 3.3235 4.3412 -1.8428
H 1.3721 2.8245 -2.2035
C 1.3823 -4.2055 0.9810
C 0.8778 -3.1572 -0.0084
C 0.5299 -3.8073 -1.3467
C -0.3221 -2.3764 0.5447
H 2.2824 -4.7119 0.6149
H 0.6125 -4.9669 1.1488
H 1.6145 -3.7473 1.9456
H 1.6979 -2.4705 -0.2001
H -0.2550 -4.5584 -1.2115
H 1.3963 -4.3032 -1.7965
H 0.1571 -3.0569 -2.0497
H -0.4537 -2.5898 1.6116
H -1.1959 -2.7383 0.0339
*
```

Values from the calculation:
relative energy (zero: lowest compared OMol25 entry of this formula, charge and spin) = 1.075 eV
frontier orbital gap = 6.87 eV
F_max = 0.7 eV/Å
molar mass = 611.69 g mol⁻¹

Löwdin charges, unit e, in atom order: 1.041 -0.017 -0.524 -0.015 -0.034 -0.596 0.011 -0.175 0.086 0.063 0.092 0.084 0.086 0.062 0.077 -0.173 0.419 -0.200 -0.178 -0.203 -0.300 -0.078 -0.115 -0.121 -0.029 -0.188 -0.150 -0.295 0.001 -0.073 -0.113 -0.086 -0.003 0.019 0.016 0.036 0.028 0.025 0.031 0.024 0.031 0.014 0.046 0.094 0.088 0.113 0.133 0.106 0.097 0.099 0.129 -0.095 -0.512 -0.096 -0.314 0.068 0.076 0.078 0.064 0.073 0.068 0.073 0.057 -0.025



# 2
C68H59AsBrKN3O2P3S2 | ωB97M-V/def2-TZVPD

ORCA input file:
```
! RIJCOSX wB97M-V def2-TZVPD def2/J DEFGRID3
* xyz -2 1
K 1.6287 -0.1256 0.1086
S 0.4849 -3.1606 -0.2588
P 1.1669 -2.9533 1.5942
C 1.9550 -1.6452 2.3659
P 1.0819 -0.4277 3.1912
S -0.0184 1.1077 2.5971
C 0.2397 -1.1050 4.6642
C -1.1378 -0.9838 4.7870
C -1.7996 -1.5640 5.8509
C -1.0877 -2.2370 6.8286
C 0.2891 -2.3619 6.7136
C 0.9463 -1.8273 5.6242
C 2.4933 0.4220 4.0018
C 3.5611 0.7547 3.1739
C 4.6648 1.4224 3.6688
C 4.7278 1.7680 5.0095
C 3.6455 1.4927 5.8282
C 2.5306 0.8418 5.3281
C 2.6176 -4.0767 1.4853
C 3.9049 -3.5757 1.6148
C 5.0012 -4.3868 1.3883
C 4.8221 -5.7122 1.0284
C 3.5383 -6.2211 0.9018
C 2.4437 -5.4096 1.1255
C 0.1576 -4.0529 2.6726
C -1.1086 -4.5216 2.3395
C -1.8429 -5.2490 3.2607
C -1.3135 -5.5362 4.5083
C -0.0311 -5.1122 4.8249
C 0.6933 -4.3673 3.9168
H -1.6669 -0.4014 4.0442
H -2.8758 -1.4659 5.9273
H -1.6024 -2.6595 7.6834
H 0.8431 -2.8864 7.4833
H 2.0178 -1.9430 5.5145
H 3.5194 0.4901 2.1246
H 5.4772 1.6840 3.0019
H 5.6052 2.2658 5.4087
H 3.6721 1.7940 6.8685
H 1.6868 0.6464 5.9782
H 4.0319 -2.5383 1.9034
H 6.0021 -3.9836 1.4862
H 5.6816 -6.3476 0.8455
H 3.3967 -7.2559 0.6112
H 1.4384 -5.7928 0.9939
H -1.5007 -4.3163 1.3491
H -2.8392 -5.5924 3.0033
H -1.8933 -6.0950 5.2358
H 0.3913 -5.3578 5.7909
H 1.6895 -4.0136 4.1491
O 5.0591 4.9968 -0.7573
C 4.2298 4.8132 0.3294
C 4.2184 5.7492 1.3537
C 3.3821 5.5806 2.4442
C 2.5551 4.4744 2.5072
C 2.5692 3.5492 1.4788
C 3.4039 3.6925 0.3850
C 3.4628 2.5984 -0.6850
O 3.2147 1.4039 -0.3145
N 2.4613 3.1099 -1.7667
N 1.6909 2.2467 -2.3185
C 1.1192 2.4057 -3.4626
C 0.2841 1.3856 -3.9949
Br 0.1092 -0.1040 -2.8064
C -0.3050 1.4945 -5.2173
C -1.1580 0.6350 -5.9909
C -1.5262 -0.6773 -5.6611
C -2.3735 -1.4083 -6.4682
C -2.8826 -0.8719 -7.6408
C -2.4973 0.4070 -8.0151
C -1.6554 1.1392 -7.2061
H 5.6568 5.7265 -0.5555
H 4.8742 6.6131 1.2950
H 3.3767 6.3228 3.2318
H 1.9045 4.3220 3.3565
H 1.9422 2.6746 1.5225
H 4.4340 2.7479 -1.2456
H 2.7406 3.9529 -2.2877
H 1.2593 3.3219 -4.0596
H -0.0857 2.4362 -5.7140
H -1.1336 -1.1404 -4.7757
H -2.6322 -2.4195 -6.1808
H -3.5647 -1.4393 -8.2592
H -2.8529 0.8304 -8.9492
H -1.3657 2.1361 -7.5101
C -4.5165 1.3060 0.3281
C -5.5389 1.4345 -0.7922
As -7.3679 1.7200 -0.0804
C -8.4306 1.4473 -1.7136
C -9.7669 1.0723 -1.5436
C -10.5895 0.8413 -2.6276
C -10.0981 0.9971 -3.9150
C -8.7788 1.3878 -4.1006
C -7.9570 1.6134 -3.0092
C -7.5805 -0.1205 0.5694
C -7.6872 -1.1978 -0.3003
C -7.7620 -2.4906 0.1817
C -7.7161 -2.7269 1.5459
C -7.6048 -1.6624 2.4235
C -7.5471 -0.3681 1.9366
P -2.8547 0.5812 -0.1864
C -2.5549 1.7788 -1.5469
C -3.1063 1.7986 -2.8222
C -2.8163 2.8378 -3.6887
C -2.0012 3.8817 -3.2874
C -1.4538 3.8743 -2.0152
C -1.7218 2.8255 -1.1569
C -3.5146 -0.9567 -0.9228
C -3.3021 -1.4034 -2.2213
C -3.8229 -2.6171 -2.6353
C -4.4982 -3.4322 -1.7443
C -4.6511 -3.0250 -0.4295
C -4.1771 -1.7954 -0.0266
H -4.8949 0.6586 1.1265
H -4.3028 2.2830 0.7727
H -5.5557 0.5231 -1.3980
H -5.2720 2.2736 -1.4407
H -10.1492 0.9497 -0.5341
H -11.6165 0.5341 -2.4731
H -10.7370 0.8098 -4.7675
H -8.3902 1.5087 -5.1031
H -6.9305 1.9188 -3.1714
H -7.7082 -1.0236 -1.3699
H -7.8373 -3.3181 -0.5099
H -7.7540 -3.7396 1.9241
H -7.5551 -1.8419 3.4888
H -7.4633 0.4709 2.6209
H -3.7609 1.0102 -3.1588
H -3.2336 2.8350 -4.6861
H -1.7875 4.6964 -3.9679
H -0.8137 4.6841 -1.6932
H -1.2800 2.8003 -0.1691
H -2.7184 -0.8156 -2.9115
H -3.6774 -2.9408 -3.6565
H -4.8854 -4.3897 -2.0663
H -5.1305 -3.6712 0.2907
H -4.3007 -1.4846 1.0030
N -1.5935 -1.7460 1.9484
C -0.5254 -1.4130 1.5623
H -2.2446 -2.2782 2.4890
*
```

Values from the calculation:
relative energy (zero: lowest compared OMol25 entry of this formula, charge and spin) = 2.596 eV
frontier orbital gap = 4.71 eV
F_max = 3.2 eV/Å
molar mass = 1301.22 g mol⁻¹

Löwdin population analysis, charges in e, atoms 1 to 99: 0.452 0.249 0.297 -0.536 0.324 0.272 -0.327 -0.130 -0.100 -0.119 -0.116 -0.122 -0.332 -0.102 -0.091 -0.124 -0.117 -0.098 -0.358 -0.093 -0.108 -0.133 -0.116 -0.121 -0.320 -0.136 -0.110 -0.115 -0.101 -0.090 0.050 0.090 0.087 0.095 0.113 0.078 0.100 0.084 0.085 0.098 0.078 0.089 0.081 0.086 0.093 0.070 0.088 0.087 0.096 0.107 0.019 -0.278 -0.060 -0.113 -0.082 -0.025 -0.090 -0.507 -0.327 0.034 -0.020 -0.260 -0.567 0.897 -0.132 -0.231 -0.058 -0.096 -0.118 -0.114 -0.063 0.089 0.096 0.089 0.101 0.045 0.133 0.138 0.119 0.103 0.034 0.096 0.088 0.093 0.101 -0.407 -0.452 1.286 -0.428 -0.144 -0.104 -0.106 -0.094 -0.109 -0.418 -0.111 -0.104 -0.103 -0.096



# 3
C6H6 | ωB97M-V/def2-TZVPD

ORCA input file:
```
! RIJCOSX wB97M-V def2-TZVPD def2/J DEFGRID3
* xyz 0 1
C -1.0966 -1.9955 2.2684
C -1.1901 -1.4962 1.1809
C -1.2969 -0.8954 -0.1580
C -0.2054 0.0386 -0.4748
C 0.6637 0.8306 -0.7188
C 1.7219 1.8017 -0.9967
H -1.0051 -2.4188 3.2459
H -1.3464 -1.6868 -0.9167
H -2.2516 -0.3637 -0.2231
H 1.6072 2.6850 -0.3600
H 2.7096 1.3691 -0.8073
H 1.6895 2.1314 -2.0400
*
```

Values from the calculation:
relative energy (zero: lowest compared OMol25 entry of this formula, charge and spin) = 3.619 eV
SMILES = C#CCC#CC
frontier orbital gap = 10.56 eV
F_max = 0.3 eV/Å
molar mass = 78.11 g mol⁻¹

Löwdin charges, unit e, in atom order: 0.105 -0.145 -0.219 -0.042 -0.084 -0.108 0.025 0.120 0.118 0.077 0.077 0.076



# 4
C28H56AlK3O25P | ωB97M-V/def2-TZVPD

ORCA input file:
```
! RIJCOSX wB97M-V def2-TZVPD def2/J DEFGRID3
* xyz 3 1
Al -47.1150 4.0014 -10.4805
K -46.5551 2.6278 -15.1659
K -47.8756 -0.1132 -11.5369
K -49.2893 5.1131 -14.7170
P -48.3850 2.9064 -12.6830
O -48.3399 4.4152 -12.4079
O -46.9234 2.3648 -12.5751
O -49.1069 2.5866 -13.9931
O -49.0080 2.2828 -11.4113
C -50.6198 5.9734 -5.9615
C -49.5606 6.2799 -6.9841
O -50.2104 6.7359 -8.1972
C -49.7149 6.4823 -9.3632
O -48.7412 5.7630 -9.6270
O -50.3596 7.2288 -10.2383
C -49.9431 7.0725 -11.5669
H -51.2363 5.1456 -6.3076
H -51.2379 6.8033 -5.6299
H -50.1276 5.6347 -5.0434
H -48.9354 5.4085 -7.1302
H -48.8605 7.0313 -6.6188
H -50.3519 7.9246 -12.1041
H -50.3394 6.1657 -12.0276
H -48.8759 7.0101 -11.7672
C -53.9694 -1.7711 -16.0879
C -52.6503 -1.0632 -15.9188
O -52.3785 -0.7735 -14.5165
C -51.4596 -1.4801 -13.8996
O -50.9127 -2.4231 -14.3284
O -51.2540 -1.0234 -12.6707
C -51.3627 0.3551 -12.3914
H -54.1007 -1.8190 -17.1777
H -54.8834 -1.2151 -15.8534
H -53.9903 -2.7015 -15.5298
H -52.5379 -0.1292 -16.4747
H -51.8368 -1.6737 -16.3166
H -52.3723 0.7475 -12.5117
H -50.6472 0.9170 -13.0014
H -51.1179 0.5439 -11.3441
C -46.8708 6.9874 -7.8596
C -45.7007 7.5611 -8.6558
O -46.0885 8.0258 -9.9504
C -46.2664 7.2025 -10.9258
O -46.0498 5.9872 -10.8889
O -46.5883 7.9178 -12.0048
C -46.5003 7.2396 -13.2133
H -47.1081 6.0420 -8.3416
H -47.6641 7.7132 -7.7220
H -46.4204 6.7731 -6.8869
H -44.9042 6.8258 -8.7452
H -45.3381 8.4074 -8.0807
H -47.0080 6.2984 -13.1169
H -45.4751 6.9725 -13.4812
H -46.8895 7.8646 -14.0110
C -56.2914 0.9712 -13.5311
C -56.3600 2.1995 -12.6205
O -55.1378 2.5864 -12.0046
C -54.1673 3.1455 -12.6977
O -54.1667 3.5354 -13.8228
O -53.0854 3.1561 -11.8591
C -51.9122 3.7077 -12.3784
H -56.0039 1.2783 -14.5381
H -57.1834 0.3607 -13.4700
H -55.4568 0.3309 -13.2136
H -57.0781 1.9656 -11.8286
H -56.9251 3.0037 -13.1086
H -51.0809 3.0825 -12.0347
H -51.7177 4.6817 -11.9260
H -51.9664 3.7043 -13.4656
C -41.0988 2.9884 -16.1097
C -41.1550 1.4701 -16.1170
O -41.7500 0.9223 -14.9177
C -43.0319 0.9438 -14.8216
O -43.7829 1.5477 -15.5598
O -43.3785 0.1548 -13.8045
C -44.7192 0.1992 -13.3982
H -40.4071 3.2868 -15.3201
H -42.0939 3.3873 -15.9111
H -40.7719 3.4448 -17.0397
H -40.1571 1.0541 -16.1019
H -41.7495 1.1872 -16.9838
H -44.8871 0.9035 -12.5910
H -45.0340 -0.8227 -13.1570
H -45.3845 0.3726 -14.2518
C -52.5335 2.7466 -8.9388
C -51.1097 2.2508 -9.1281
O -50.5146 2.0310 -7.8450
C -49.3287 2.5263 -7.5689
O -48.6981 3.3100 -8.2856
O -48.9837 2.1607 -6.3771
C -47.6772 2.4759 -5.8780
H -52.5010 3.6791 -8.3671
H -53.0645 2.0405 -8.3023
H -53.0518 2.9327 -9.8736
H -50.5130 2.8871 -9.7809
H -51.1831 1.2873 -9.6458
H -47.5230 3.5473 -5.7942
H -46.9302 1.9291 -6.4588
H -47.5711 2.0364 -4.8889
C -51.0643 2.8941 -16.4979
C -49.9669 1.9299 -16.9074
O -50.2371 1.3577 -18.1612
C -49.6392 1.8956 -19.2287
O -48.6639 2.5765 -19.1599
O -50.2313 1.4639 -20.3096
C -49.6061 1.7838 -21.5582
H -51.9824 2.3097 -16.5578
H -51.0415 3.6248 -17.3103
H -51.0175 3.2899 -15.4846
H -49.8584 1.1287 -16.1729
H -48.9572 2.3605 -17.0271
H -50.2562 1.3706 -22.3183
H -48.6851 1.1996 -21.6366
H -49.3411 2.8258 -21.6802
*
```

Values from the calculation:
relative energy (zero: lowest compared OMol25 entry of this formula, charge and spin) = 0.000 eV
frontier orbital gap = 3.30 eV
F_max = 6.0 eV/Å
molar mass = 967.98 g mol⁻¹

Löwdin population analysis, charges in e, atoms 1 to 99: 1.338 0.890 0.903 0.880 -0.142 -0.409 -0.470 -0.422 -0.391 -0.028 -0.198 0.123 -0.538 0.017 0.093 -0.031 0.080 0.097 0.098 0.091 0.106 0.125 0.063 0.072 -0.043 -0.180 0.029 -0.659 0.184 0.013 -0.048 0.096 0.074 0.093 0.112 0.125 0.103 0.077 0.068 -0.050 -0.139 0.133 -0.532 0.072 0.068 -0.037 0.042 0.094 0.116 0.135 0.146 0.046 0.125 0.123 -0.053 -0.199 0.060 -0.573 0.162 -0.054 -0.055 0.075 0.085 0.077 0.128 0.135 0.058 0.093 0.084 -0.054 -0.158 0.088 -0.615 0.057 0.050 -0.074 0.086 0.063 0.090 0.135 0.130 0.080 0.109 0.062 -0.014 -0.194 0.102 -0.577 0.027 0.062 0.009 0.083 0.099 0.064 0.088 0.110 0.096 0.103 0.112



Among the records above, which one has the highest F_max? C28H56AlK3O25P



Look up the frontier orbital gap of the first one. 6.87 eV